C28H56Cl4Cu2O6P | ωB97M-V/def2-TZVPD

Calculated values
DFT total energy = -190853.356 eV
Charge = +3
E_HOMO (spin up / spin down) = -16.36 / -16.36 eV
HOMO-LUMO gap (spin up / spin down) = 7.405 / 2.903 eV
E_LUMO (spin up / spin down) = -8.9509 / -13.4525 eV
Spin multiplicity = 3
Largest force on an atom = 4.62 eV/Å
⟨S²⟩ = 2.011

Atoms and positions in Å:
C -2.26871 0.12761 3.55379
C -2.88299 -5.11905 -1.71731
H 3.96312 -5.27861 -0.48033
H 1.01031 1.51776 -2.79239
C 3.67165 0.58347 -1.03718
Cu -3.73810 -2.72181 5.38941
H 2.54996 0.73939 2.76226
H -3.78673 -5.68659 -1.49542
Cl 0.19571 0.89404 6.87298
H -3.62202 0.94227 -1.43950
H -3.50224 2.80532 0.00438
H -1.42914 0.68985 3.96257
Cu -1.11180 -2.70442 2.87313
C -2.28091 -2.83390 -1.06068
Cl 2.82360 0.40205 5.89001
C -1.44862 1.63160 -4.27520
H 1.58535 2.58254 0.52347
C 4.97130 2.44154 -2.26161
O -0.97974 -0.85441 1.55176
C 6.29212 2.17765 -1.51583
C 1.51041 1.58547 0.95743
H 6.32860 2.62551 -0.52275
O -7.92731 1.10456 -2.69610
H 0.70792 2.31333 3.56892
H 1.14359 4.71699 3.42592
H 3.80549 -3.25275 1.80089
C -2.05177 0.01811 1.94136
O -6.78949 -0.01244 -1.10882
C -6.91128 0.76415 -2.17834
H -5.38189 0.53913 0.31554
H -2.87805 -0.36371 1.34171
H -3.55610 -3.21418 -2.75587
H -5.09640 -1.09223 -0.47437
H 6.39455 1.10423 -1.35652
C -5.46473 -0.07213 -0.58312
C 1.15981 -0.12768 5.77316
H 0.92739 -0.03210 4.71252
C -4.57602 0.49043 -1.71120
H 0.54505 1.29005 1.36841
C -0.92303 0.48512 -3.30800
H -2.45509 -5.44205 -2.66635
C 0.16709 0.97971 -2.35929
H 3.36474 2.06696 2.00036
H -4.16717 -0.28663 -2.35704
H -1.74915 2.71019 0.01563
H -2.60106 -1.91618 -0.56733
H -1.84750 1.05252 1.66502
H 2.92679 2.12301 -2.19041
O -1.20887 -3.81115 0.88688
C 3.72268 2.03995 -1.45031
H -4.20978 -3.62188 -1.06886
H 0.07225 -0.75480 -1.03417
C 4.36946 -4.66391 0.32287
C -1.72475 -3.94527 -0.17813
H 3.69276 -0.10646 -1.88077
H -5.39364 0.85069 -3.69384
C 1.69699 2.68085 3.29550
C -5.54864 1.20004 -2.67304
Cl -2.53110 4.53497 1.16654
C 3.18281 -2.47081 -0.09943
H -1.81897 0.20529 -2.75383
H -0.60245 -0.40886 -3.84290
O -1.92370 -5.18272 -0.66907
C 2.37618 1.69844 2.27428
O -2.36079 -1.15214 4.24763
C 1.66906 4.11647 2.68339
H 2.84873 -1.03885 1.63061
H -3.06302 0.80739 3.86214
C -2.59062 3.38762 -0.12966
H 4.16807 -2.10515 -0.38868
H -1.53530 2.57793 -3.74132
H 5.30037 -4.23404 -0.04689
H -0.27411 1.75313 -1.73059
H 1.26719 -0.92782 -2.18871
H -0.75516 1.74924 -5.10789
H 2.42807 2.88912 4.07669
H 4.51082 -5.34797 1.15963
H 7.20992 2.53656 -1.98158
C 2.36555 -1.32691 0.69698
H -1.71939 -2.64085 -1.97475
P 2.08879 0.26627 -0.22713
C -3.36874 -3.62120 -1.76222
H 1.08114 -1.18652 6.01965
H 5.03156 1.99511 -3.25417
H 2.71270 4.42963 2.65419
H 4.44484 0.43902 -0.28259
H 3.50759 2.72018 -0.62621
H 1.19152 4.20434 1.70751
H -2.42524 1.53253 -4.74902
C 3.42490 -3.63619 0.85419
H 2.51779 -2.75639 -0.91448
C 0.88149 -0.18483 -1.49064
H 1.37984 -1.75306 0.88377
H -5.61048 2.28827 -2.66812
Cl -2.59131 4.20466 -1.63485
H 4.97883 3.47573 -2.60584
H 2.51641 -4.19935 1.06771

These are the Löwdin partial charges, in e, on atoms 1 to 5: number 1, C, carries -0.258; number 2, C, carries -0.104; number 3, H, carries 0.083; number 4, H, carries 0.096; number 5, C, carries -0.271